(1)
Computed, not measured: a molecular structure, C40H32BrF3N3O5PRhS at a distorted geometry, with wB97M-V/def2-TZVPD.

The geometry in XYZ format:
```
87
Properties=species:S:1:pos:R:3
Rh -0.7569 -0.4536 -0.4513
O 1.3372 -0.3202 -4.1454
C 2.3920 0.4129 -3.7265
C 3.5020 0.4480 -4.5701
C 4.6277 1.1683 -4.2281
C 4.6722 1.8722 -3.0281
C 3.5617 1.8558 -2.2054
C 2.4170 1.1259 -2.5248
C 1.2307 1.2272 -1.5925
O 0.1534 0.4085 -1.9269
N 1.5887 0.9198 -0.1941
N 0.4062 0.8845 0.5560
C 0.3498 1.6091 1.6115
C -0.6626 1.7063 2.6317
Br -2.1441 0.5452 2.6301
C -0.5331 2.5618 3.6739
C 0.1353 3.8595 3.7048
C 0.5865 4.5259 2.5568
C 1.1988 5.7620 2.6586
C 1.3631 6.3571 3.9033
C 0.9041 5.7187 5.0468
C 0.2883 4.4841 4.9466
H 0.6398 -0.2583 -3.4651
H 3.4441 -0.0987 -5.5023
H 5.4717 1.1960 -4.9052
H 5.5529 2.4334 -2.7477
H 3.5864 2.4429 -1.2913
H 0.9104 2.2874 -1.6354
H 2.2868 1.5316 0.2153
H 1.2171 2.2370 1.8046
H -1.0489 2.2816 4.5869
H 0.4159 4.0997 1.5779
H 1.5345 6.2738 1.7666
H 1.8299 7.3301 3.9783
H 1.0238 6.1860 6.0147
H -0.0790 3.9871 5.8363
O -1.9479 -1.9206 0.8470
S -2.4013 -2.6593 -0.3634
O -3.7861 -2.9530 -0.5029
O -1.8364 -1.8500 -1.5054
C -1.4145 -4.1002 -0.3432
C -1.9613 -5.3642 -0.4369
C -1.1197 -6.4621 -0.3082
C 0.2321 -6.2752 -0.0717
C 0.7693 -4.9953 0.0106
C -0.0495 -3.8855 -0.1340
P 0.7282 -2.2157 -0.0731
C 2.0051 -2.3830 -1.3488
C 3.2330 -1.7292 -1.2395
C 4.2250 -1.9513 -2.1795
C 3.9861 -2.7918 -3.2568
C 2.7457 -3.3933 -3.4074
C 1.7585 -3.1945 -2.4567
C 1.5483 -2.1664 1.5379
C 0.7627 -1.7721 2.6234
C 1.2818 -1.7989 3.9074
C 2.5868 -2.2220 4.1182
C 3.3686 -2.6212 3.0442
C 2.8549 -2.5997 1.7555
H -3.0247 -5.4771 -0.5997
H -1.5248 -7.4623 -0.3785
H 0.8807 -7.1320 0.0530
H 1.8315 -4.8712 0.1816
H 3.4165 -1.0485 -0.4200
H 5.1811 -1.4551 -2.0760
H 4.7645 -2.9670 -3.9880
H 2.5456 -4.0232 -4.2638
H 0.7955 -3.6729 -2.5829
H -0.2613 -1.4606 2.4639
H 0.6638 -1.4983 4.7436
H 2.9927 -2.2495 5.1209
H 4.3837 -2.9585 3.2070
H 3.4760 -2.9227 0.9319
F -6.6582 3.3129 -0.2995
C -5.4445 3.8662 -0.2965
F -5.4116 4.8085 -1.2477
F -5.2694 4.4781 0.8849
C -4.3553 2.8432 -0.5201
C -3.0359 3.2681 -0.5742
C -2.0492 2.3188 -0.7249
N -2.3117 1.0095 -0.8101
C -3.5858 0.6132 -0.8018
C -4.6405 1.5004 -0.6576
H -2.7807 4.3163 -0.5009
H -1.0099 2.6028 -0.7909
H -3.7770 -0.4445 -0.9103
H -5.6565 1.1345 -0.6444
```

The calculation puts the calculated total energy at -158029.45127 eV. The HOMO-LUMO gap comes out at 0.247 Ha. Its molar mass is 937.56 g mol⁻¹. As for the net charge: +1.

---

(2)
Computed, not measured: a molecular structure, C40H32Cl2N6O5SSe2W at a distorted geometry, with wB97M-V/def2-TZVPD.

The geometry in XYZ format:
```
89
Properties=species:S:1:pos:R:3
W 0.7272 0.1563 0.0517
O 0.4927 5.5566 4.4545
C 1.2049 5.5531 3.4341
O 1.8992 6.4302 2.8942
C 1.1549 4.2304 2.6541
C 1.6874 4.1297 1.3793
C 1.6428 2.9277 0.7089
N 1.0795 1.8420 1.2562
C 0.6671 1.8926 2.5348
C 0.6635 3.0721 3.2421
C 0.3348 0.5707 3.0789
C -0.0552 0.3384 4.3930
C -0.1910 -0.9632 4.8248
C 0.0779 -2.0038 3.9424
C 0.4332 -1.6939 2.6491
N 0.5315 -0.4282 2.2239
C 2.2827 2.6408 -0.5742
C 3.0685 3.5550 -1.2615
C 3.8328 3.1164 -2.3195
C 3.8078 1.7669 -2.6471
C 2.9687 0.9224 -1.9585
N 2.1722 1.3631 -0.9630
H 2.1474 5.0163 0.9621
H 0.3084 3.1479 4.2623
H -0.2278 1.1754 5.0543
H -0.4909 -1.1707 5.8435
H 0.0119 -3.0393 4.2450
H 0.6248 -2.4639 1.9159
H 3.0879 4.5864 -0.9400
H 4.4583 3.8083 -2.8677
H 4.4228 1.3676 -3.4411
H 2.8780 -0.1233 -2.2045
Cl 1.6882 -4.5556 -0.9582
C 2.8041 -3.5984 -0.0505
C 4.0042 -4.1918 0.4173
C 4.8885 -3.4855 1.1620
Cl 6.3482 -4.2487 1.7223
C 4.6383 -2.1253 1.4893
C 5.4685 -1.3051 2.2905
C 5.1142 -0.0112 2.5152
C 3.9221 0.4881 1.9317
N 3.1386 -0.2503 1.2026
C 3.4654 -1.5422 0.9866
C 2.5122 -2.2893 0.2150
O 1.4086 -1.7000 -0.1845
H 4.2070 -5.2268 0.1767
H 6.3715 -1.7169 2.7215
H 5.7256 0.6437 3.1218
H 3.6306 1.5251 2.0807
O -0.2127 3.2684 -4.9343
C -1.4448 2.5763 -4.7125
C -1.2906 1.6714 -3.4904
C -2.6319 0.9862 -3.2474
O -3.6798 1.8883 -2.9020
C -0.8432 2.5566 -2.3305
Se -1.1623 1.8817 -0.5555
C -0.2339 0.6183 -3.7882
Se 0.2211 -0.6730 -2.4065
H -0.3127 3.8324 -5.7064
H -1.7069 1.9657 -5.5847
H -2.2607 3.2789 -4.5282
H -2.5094 0.2295 -2.4718
H -2.9423 0.4802 -4.1650
H -3.5114 2.1686 -1.9926
H -1.3726 3.5089 -2.3379
H 0.2187 2.7749 -2.4184
H 0.6883 1.1062 -4.0986
H -0.5673 -0.0352 -4.5979
S -4.8248 -3.6167 1.6935
C -3.4026 -2.6444 1.2245
C -2.4482 -3.1395 0.3534
C -1.4059 -2.3158 -0.0472
N -1.2740 -1.0635 0.3900
C -2.1846 -0.5970 1.2441
C -3.2581 -1.3465 1.6891
C -5.6918 -3.5911 0.1386
C -6.2726 -2.4261 -0.3407
C -6.8926 -2.4620 -1.5799
N -6.9750 -3.5595 -2.3361
C -6.4276 -4.6725 -1.8515
C -5.7755 -4.7421 -0.6277
H -2.5078 -4.1510 -0.0255
H -0.6664 -2.6599 -0.7543
H -2.0691 0.4313 1.5607
H -3.9720 -0.9146 2.3773
H -6.2399 -1.5092 0.2334
H -7.3468 -1.5653 -1.9854
H -6.5040 -5.5563 -2.4752
H -5.3462 -5.6727 -0.2807
```

As for the multiplicity: 3. The expectation value of S² is 2.03. The calculation puts the calculated total energy at -229578.09380 eV. The HOMO-LUMO gap (spin up / spin down) comes out at 0.218 / 0.220 Ha. The calculation puts the energy above the lowest of the compared OMol25 structures with the same formula, charge and spin at 13.7 kcal/mol. Its molar mass is 1121.47 g mol⁻¹. As for the net charge: 0.

---

(3)
Computed, not measured: a molecular structure, C40H32N10OS3SiV at a distorted geometry, with wB97M-V/def2-TZVPD.

The geometry in XYZ format:
```
88
Properties=species:S:1:pos:R:3
V -0.4534 0.8349 1.5720
C 4.9191 0.4010 2.2872
N 3.4821 0.1167 2.3946
C 2.4925 0.5946 1.6685
N 1.3534 -0.0286 2.0102
C 1.7546 -0.8906 3.0003
N 3.0309 -0.8342 3.2413
C 5.6116 -0.5276 1.3192
C 6.8389 -1.0783 1.6603
C 7.5060 -1.9036 0.7635
C 6.9486 -2.1934 -0.4682
C 5.7145 -1.6442 -0.8106
C 5.0537 -0.8100 0.0803
C 5.1240 -1.9629 -2.1081
N 5.6091 -2.7063 -3.0362
N 4.6739 -2.7196 -4.0598
C 3.6973 -1.9801 -3.6730
O 3.9032 -1.4561 -2.4341
C 2.4556 -1.6936 -4.3878
C 2.2297 -2.3162 -5.6101
C 1.0468 -2.0779 -6.2903
C 0.0926 -1.2283 -5.7549
C 0.3226 -0.5942 -4.5378
C -0.7506 0.3370 -4.0207
N -0.4909 0.8262 -2.6663
C -0.7395 0.2366 -1.5114
N -0.3258 1.0351 -0.5208
C 0.1757 2.1297 -1.1791
N 0.0921 2.0299 -2.4739
C 1.5066 -0.8231 -3.8566
H 5.3200 0.2911 3.2917
H 5.0149 1.4463 1.9906
H 2.6143 1.3514 0.9096
H 1.0860 -1.5465 3.5336
H 7.2779 -0.8671 2.6275
H 8.4624 -2.3287 1.0346
H 7.4528 -2.8412 -1.1721
H 4.0995 -0.3896 -0.2145
H 2.9804 -2.9836 -6.0103
H 0.8652 -2.5611 -7.2403
H -0.8322 -1.0519 -6.2916
H -1.7174 -0.1668 -4.0075
H -0.8434 1.2306 -4.6356
H -1.1987 -0.7340 -1.4067
H 0.5677 3.0004 -0.6767
H 1.7166 -0.3312 -2.9149
C -3.8454 -3.0647 -1.1754
C -4.1066 -1.7271 -0.9118
C -3.4435 -1.0822 0.1218
C -2.5341 -1.7851 0.9272
C -2.2879 -3.1402 0.6518
C -2.9305 -3.7689 -0.4004
Si -1.7934 -0.9108 2.3613
C -2.0613 -1.5074 4.0524
C -2.1965 -0.6106 5.1216
C -2.4955 -1.0813 6.3872
C -2.6182 -2.4485 6.6040
C -2.4625 -3.3501 5.5586
C -2.2047 -2.8855 4.2810
H -4.3626 -3.5655 -1.9830
H -4.8317 -1.1865 -1.5057
H -3.6567 -0.0354 0.3101
H -1.5878 -3.7092 1.2517
H -2.7297 -4.8107 -0.6102
H -2.1495 0.6180 1.8684
H -2.0694 0.4535 4.9636
H -2.6225 -0.3877 7.2070
H -2.8388 -2.8154 7.5976
H -2.5580 -4.4119 5.7387
H -2.1247 -3.5947 3.4672
S -5.8535 3.6170 1.8940
C -4.2433 3.4709 2.0004
S -3.4759 2.6817 3.3750
C -1.9386 2.8585 2.6084
N -1.9707 3.4552 1.4612
N -3.2268 3.8254 1.1242
C -3.3658 4.5154 -0.1342
C -2.4221 4.2641 -1.1243
C -2.5150 4.9167 -2.3404
C -3.5443 5.8194 -2.5728
C -4.4718 6.0693 -1.5757
C -4.3912 5.4222 -0.3494
S -0.4135 2.2677 3.2281
H -1.6201 3.5648 -0.9409
H -1.7795 4.7205 -3.1094
H -3.6178 6.3280 -3.5240
H -5.2695 6.7802 -1.7414
H -5.1105 5.6402 0.4214
```

As for the multiplicity: 2. The expectation value of S² is 0.81. The calculation puts the calculated total energy at -125004.02811 eV. The HOMO-LUMO gap (spin up / spin down) comes out at 0.207 / 0.223 Ha. The calculation puts the energy above the lowest of the compared OMol25 structures with the same formula, charge and spin at 5.5 kcal/mol. Its molar mass is 844.00 g mol⁻¹. As for the net charge: +2.

---

(4)
Computed, not measured: a molecular structure, C40H32N4O6PtS5 at a distorted geometry, with wB97M-V/def2-TZVPD.

The geometry in XYZ format:
```
88
Properties=species:S:1:pos:R:3
Pt 0.4777 -0.7415 0.1319
S 2.0611 -0.1882 1.6996
C 1.4780 1.0011 2.7803
C 2.3232 1.2982 3.8841
C 1.9380 2.1751 4.8577
C 0.6882 2.8251 4.7993
C -0.1336 2.5975 3.7369
C 0.2335 1.6979 2.6954
S -0.8287 1.5032 1.3908
H 3.2876 0.8095 3.9339
H 2.6081 2.3726 5.6857
H 0.3918 3.5114 5.5813
H -1.0844 3.1085 3.6568
S -0.5827 -1.1134 5.8204
C -0.9332 -1.6781 7.3900
C -1.6373 -2.8426 7.3645
C -1.8969 -3.2839 6.0418
C -1.3828 -2.4527 5.0874
C -1.4302 -2.6025 3.6246
C -0.7670 -1.6668 2.8030
N -0.7599 -1.7309 1.4924
C -1.4373 -2.7368 0.8826
C -2.1039 -3.7240 1.5995
C -2.7674 -4.7634 0.8563
C -2.7749 -4.7621 -0.4947
C -2.1344 -3.7157 -1.2478
C -2.1224 -3.6437 -2.6543
C -1.4834 -2.6026 -3.2861
C -0.8776 -1.6196 -2.4740
N -0.8446 -1.6869 -1.1684
C -1.4642 -2.7221 -0.5476
C -1.3813 -2.5086 -4.7483
C -1.9856 -3.2875 -5.6961
C -1.6229 -2.9282 -7.0197
C -0.7506 -1.8817 -7.0489
S -0.3659 -1.3350 -5.4858
C -2.0858 -3.6428 3.0028
H -0.5972 -1.1166 8.2465
H -1.9545 -3.3691 8.2524
H -2.4376 -4.1922 5.8160
H -0.2319 -0.8360 3.2441
H -3.2678 -5.5487 1.4090
H -3.2677 -5.5570 -1.0407
H -2.6138 -4.4159 -3.2330
H -0.4118 -0.7449 -2.9095
H -2.6850 -4.0795 -5.4682
H -1.9879 -3.4263 -7.9055
H -0.3130 -1.4005 -7.9083
H -2.5953 -4.3978 3.5886
C -6.2134 5.2874 -3.9089
C -4.8308 4.8080 -4.2610
C -3.7915 5.7110 -4.4536
C -2.5207 5.2742 -4.7991
C -2.2908 3.9160 -4.9527
C -3.3152 2.9947 -4.7677
C -4.5768 3.4469 -4.4258
S -0.6719 3.3340 -5.3534
O -0.8181 2.1252 -6.1109
O 0.0651 4.4430 -5.8853
N 0.0284 2.9314 -3.9382
C 0.2539 4.0261 -2.9803
C 1.0019 3.5261 -1.7583
C 0.2388 2.4541 -1.0006
O 0.1084 2.7455 0.2737
O -0.1919 1.4620 -1.5592
H -6.1841 6.2786 -3.4584
H -6.6989 4.6034 -3.2128
H -6.8361 5.3437 -4.8043
H -3.9793 6.7716 -4.3366
H -1.7100 5.9711 -4.9642
H -3.1145 1.9402 -4.9084
H -5.3826 2.7353 -4.2889
H -0.3716 2.1134 -3.4839
H -0.6882 4.4949 -2.6702
H 0.8532 4.7759 -3.4927
H 1.1853 4.3579 -1.0811
H 1.9580 3.0931 -2.0515
O 3.0433 1.4399 -0.5514
C 2.9021 0.5383 -1.3457
C 3.7956 0.3438 -2.5602
C 3.2141 -0.8702 -3.2625
C 2.1777 -1.3946 -2.2903
O 1.6421 -2.4834 -2.3862
N 1.9618 -0.4799 -1.2805
H 4.8132 0.1851 -2.2023
H 3.7969 1.2459 -3.1706
H 3.9325 -1.6554 -3.4895
H 2.7025 -0.6101 -4.1914
```

The calculation puts the calculated total energy at -117670.36539 eV. The HOMO-LUMO gap comes out at 0.225 Ha. The calculation puts the energy above the lowest of the compared OMol25 structures with the same formula, charge and spin at 25.9 kcal/mol. Its molar mass is 1020.13 g mol⁻¹. As for the net charge: 0.

---

Question: The highest net charge belongs to which entry?
Answer: C40H32N10OS3SiV

---

Question: Look up the net charge of the fourth one.
Answer: 0

---

Question: Number 4 is which compound?
Answer: C40H32N4O6PtS5